Record 1
Entry from OMol25: C18H15AuBrClN3O7S as an isolated structure in a non-equilibrium geometry (ωB97M-V/def2-TZVPD).

Each line ends with the Löwdin charge.
Geometry (Å):
Au: 0.110 0.972 0.468  0.922
Br: -2.232 7.511 -1.318  0.718
C: -1.503 5.748 -1.463  -0.662
C: -1.666 4.976 -0.319  -0.117
C: -1.012 3.781 -0.240  -0.028
C: -0.442 3.174 -1.393  -0.247
C: -0.377 3.977 -2.491  -0.048
C: -0.890 5.267 -2.561  -0.109
N: -0.201 1.748 -1.404  -0.080
C: -0.546 1.026 -2.374  -0.095
C: -0.499 -0.444 -2.367  -0.281
C: -1.513 -1.086 -3.097  -0.019
C: -1.486 -2.518 -3.170  -0.028
C: -0.403 -3.233 -2.558  0.009
C: 0.551 -2.455 -1.874  -0.132
N: 0.475 -1.172 -1.733  0.099
H: -1.986 5.243 0.650  0.105
H: -1.112 3.157 0.681  0.054
H: 0.101 3.487 -3.317  0.106
H: -0.722 5.694 -3.473  0.085
H: -0.921 1.581 -3.383  0.183
H: -2.169 -0.458 -3.736  0.113
H: -2.083 -3.040 -3.845  0.074
H: -0.307 -4.314 -2.740  0.120
H: 1.387 -2.967 -1.496  0.091
N: 0.560 0.025 2.217  -0.071
C: 0.982 -1.334 2.063  -0.355
C: 2.287 -1.759 1.780  0.001
C: 2.432 -3.119 1.358  -0.042
C: 1.405 -4.056 1.416  -0.289
C: 0.151 -3.611 1.906  -0.020
C: -0.019 -2.258 2.138  -0.058
S: 1.618 -5.699 0.929  0.419
O: 2.936 -6.170 1.385  -0.377
O: 1.632 -5.596 -0.531  -0.374
O: 0.548 -6.450 1.622  -0.375
H: 1.349 0.596 2.542  0.082
H: -0.191 0.169 2.944  0.097
H: 3.049 -1.039 1.505  0.106
H: 3.366 -3.537 1.148  0.093
H: -0.562 -4.354 2.065  0.087
H: -1.005 -1.890 2.468  0.123
O: -0.875 3.090 2.624  -0.443
Cl: -0.222 2.925 3.938  0.680
O: -0.651 1.619 4.555  -0.404
O: -0.558 4.001 4.784  -0.323
O: 1.214 2.792 3.697  -0.387

Results
**Max |F|**: 3.68 eV/Å
**Orbital gap**: 6.2977 eV
**Calculated total energy**: -4953.7306 a.u.
**Net charge**: -1
**Energy relative to the best compared isomer or geometry (same formula, charge and spin)**: 21.3 kcal/mol
**Spin multiplicity**: 1

Record 2
Entry from OMol25: C18H15AuCl2F2N3O2Se as an isolated structure (ωB97M-V/def2-TZVPD).

Each line ends with the Löwdin charge.
Geometry (Å):
Au: -0.429 -1.897 -1.295  0.739
F: 4.761 -1.560 -2.366  0.034
C: 3.826 -1.613 -1.385  -0.298
C: 2.501 -1.777 -1.709  -0.089
C: 1.506 -1.813 -0.722  -0.287
C: 1.913 -1.691 0.638  -0.141
C: 3.277 -1.548 0.896  -0.227
F: 3.764 -1.433 2.163  0.022
C: 4.250 -1.498 -0.080  0.029
C: 0.895 -1.677 1.731  -0.221
C: 1.187 -1.685 3.103  -0.015
C: 0.151 -1.640 4.022  -0.086
C: -1.163 -1.598 3.584  -0.079
C: -1.367 -1.613 2.213  -0.164
N: -0.378 -1.649 1.339  0.040
H: 2.235 -1.868 -2.754  0.089
H: 5.291 -1.380 0.183  0.119
H: 2.197 -1.728 3.471  0.093
H: 0.379 -1.640 5.081  0.097
H: -1.992 -1.559 4.277  0.092
H: -2.367 -1.596 1.788  0.102
C: 1.883 3.340 -0.410  -0.060
N: 0.533 3.811 -0.601  -0.145
C: 0.116 5.119 -0.756  -0.070
C: -1.219 5.093 -0.942  -0.070
N: -1.614 3.770 -0.900  -0.145
C: -2.947 3.250 -1.090  -0.057
C: -0.533 2.968 -0.698  -0.753
Se: -0.504 1.141 -0.627  0.661
H: 2.553 4.193 -0.319  0.084
H: 2.184 2.717 -1.253  0.086
H: 1.937 2.722 0.486  0.080
H: 0.798 5.949 -0.709  0.109
H: -1.919 5.897 -1.089  0.110
H: -3.644 4.079 -1.194  0.084
H: -3.227 2.629 -0.239  0.081
H: -2.980 2.619 -1.978  0.089
Cl: -1.843 -4.799 -2.707  0.531
C: -3.063 -4.136 -1.602  -1.029
Cl: -2.550 -4.336 0.090  0.550
C: -3.395 -2.627 -1.897  -0.790
O: -4.595 -2.418 -2.052  -0.003
O: -2.446 -1.795 -1.949  -0.234
H: -3.963 -4.721 -1.738  0.043

Results
**Max |F|**: 0.51 eV/Å
**Orbital gap**: 6.6436 eV
**Calculated total energy**: -4666.9930 a.u.
**Net charge**: -1
**Energy relative to the best compared isomer or geometry (same formula, charge and spin)**: 12.0 kcal/mol
**Spin multiplicity**: 1

Record 3
Entry from OMol25: C18H15Br4IrO7Se2 as an isolated structure (ωB97M-V/def2-TZVPD).

Each line ends with the Löwdin charge.
Geometry (Å):
Ir: -1.517 0.576 -0.646  0.800
Br: -8.177 -1.320 -1.326  0.638
C: -6.609 -0.297 -1.024  -0.771
C: -6.691 0.971 -0.480  -0.773
Br: -8.371 1.734 -0.042  0.633
C: -5.514 1.702 -0.251  -0.649
Br: -5.540 3.450 0.475  0.718
C: -4.264 1.175 -0.543  -0.433
O: -3.137 1.817 -0.338  -0.246
C: -4.181 -0.125 -1.130  -0.430
O: -2.999 -0.591 -1.429  -0.335
C: -5.356 -0.839 -1.345  -0.647
Br: -5.164 -2.561 -2.102  0.722
O: 1.818 -2.488 -3.367  -0.097
C: 1.310 -2.655 -2.044  -0.276
C: 1.900 -1.661 -1.043  -0.584
C: 3.391 -1.988 -0.887  -0.223
O: 4.070 -1.219 0.102  -0.065
C: 1.777 -0.206 -1.514  -0.514
Se: 0.107 0.297 -2.400  0.646
C: 1.191 -1.820 0.305  -0.502
Se: -0.755 -1.506 0.322  0.618
H: 1.345 -1.714 -3.708  0.030
H: 1.563 -3.673 -1.729  0.124
H: 0.224 -2.557 -2.044  0.066
H: 3.875 -1.868 -1.863  0.118
H: 3.509 -3.030 -0.577  0.122
H: 3.811 -0.295 0.005  0.070
H: 2.580 0.045 -2.211  0.072
H: 1.869 0.457 -0.655  0.038
H: 1.677 -1.192 1.050  0.044
H: 1.275 -2.859 0.644  0.062
O: 3.623 2.961 1.007  0.031
C: 2.938 2.130 1.810  -0.291
C: 3.600 1.529 2.881  -0.035
C: 2.913 0.685 3.735  -0.106
C: 1.561 0.423 3.541  -0.103
C: 0.907 1.003 2.466  -0.050
C: 1.577 1.845 1.585  -0.078
C: 0.849 2.454 0.410  -0.596
O: 1.446 3.334 -0.247  0.021
O: -0.337 2.081 0.199  -0.211
H: 2.922 3.288 0.351  0.069
H: 4.652 1.742 3.021  0.104
H: 3.441 0.219 4.560  0.090
H: 1.026 -0.244 4.205  0.094
H: -0.134 0.788 2.268  0.086

Results
**Max |F|**: 0.43 eV/Å
**Orbital gap**: 5.6956 eV
**Calculated total energy**: -16425.0052 a.u.
**Net charge**: -2
**Energy relative to the best compared isomer or geometry (same formula, charge and spin)**: 3.9 kcal/mol
**Spin multiplicity**: 1

Record 4
Entry from OMol25: C18H15Ca2ClF4KN4NaO16PS3 as an isolated structure in a non-equilibrium geometry (ωB97M-V/def2-TZVPD).

Each line ends with the Löwdin charge.
Geometry (Å):
O: -1.205 -2.749 3.386  -0.157
C: -0.852 -1.618 3.519  -0.320
O: -1.836 -0.576 3.600  -0.088
C: -1.322 0.590 2.929  -0.223
C: -1.890 1.843 3.736  -0.109
C: -3.458 1.794 3.560  -0.184
C: -4.272 1.403 4.686  -0.232
F: -3.680 1.098 5.894  0.029
C: -5.753 1.335 4.502  -0.060
C: -6.469 1.654 3.145  -0.207
N: -7.895 1.575 3.079  -0.245
C: -8.310 1.900 1.759  -0.193
C: -7.461 2.251 0.655  -0.195
N: -6.047 2.362 0.758  -0.079
C: -5.584 2.055 2.030  -0.283
C: -4.119 2.121 2.246  -0.435
S: -3.198 2.586 0.772  0.598
H: 0.228 -1.321 3.594  0.155
H: -1.734 0.576 1.879  0.090
H: -0.201 0.619 2.881  0.114
H: -1.611 1.654 4.812  0.126
H: -1.471 2.814 3.354  0.100
H: -6.362 1.047 5.437  -0.002
H: -9.416 1.871 1.560  0.089
H: -7.930 2.484 -0.331  0.080
H: -2.134 3.392 1.090  -0.072
O: -0.689 -4.480 0.749  -0.253
P: -1.969 -5.151 1.256  -0.114
O: -2.419 -6.200 0.244  -0.189
O: -3.062 -4.108 1.473  -0.464
O: -1.656 -5.874 2.582  -0.158
F: 1.068 1.545 -1.057  0.038
C: 2.055 0.782 -0.530  -0.290
C: 3.372 1.212 -0.633  -0.173
C: 4.400 0.438 -0.095  -0.042
C: 4.091 -0.761 0.532  -0.016
C: 2.766 -1.185 0.627  0.009
C: 1.741 -0.403 0.096  0.022
H: 3.588 2.148 -1.128  -0.025
H: 5.432 0.772 -0.168  0.109
H: 4.885 -1.369 0.948  0.131
H: 2.529 -2.125 1.113  0.139
H: 0.706 -0.716 0.169  0.135
Na: -4.086 -2.380 2.439  0.673
K: -8.251 0.536 4.995  0.977
Ca: -3.881 2.757 -1.677  1.344
Cl: -0.514 -4.385 5.007  -0.196
C: 6.860 1.038 -2.660  -0.893
O: 7.037 1.205 -3.886  -0.020
O: 6.610 -0.270 -2.374  0.055
O: 6.845 1.865 -1.703  -0.069
H: 6.698 -0.525 -3.320  0.067
Ca: 3.901 2.219 -2.853  1.729
N: 7.593 -3.338 -6.669  -0.299
S: 9.097 -3.552 -6.229  0.490
O: 9.341 -4.546 -5.225  -0.293
O: 9.940 -2.392 -6.202  -0.292
F: 9.634 -4.295 -7.537  -0.203
S: 6.735 -2.670 -5.542  0.490
O: 5.319 -2.756 -5.778  -0.310
O: 7.185 -1.409 -5.012  -0.306
F: 6.902 -3.651 -4.299  -0.191
N: -3.957 4.820 -5.558  -0.650
O: -3.802 4.412 -4.367  -0.202
O: -4.359 4.039 -6.424  -0.033
O: -3.703 5.994 -5.836  -0.026

Results
**Max |F|**: 5.56 eV/Å
**Orbital gap**: 1.6757 eV
**Calculated total energy**: -6630.3808 a.u.
**Net charge**: -1
**Spin multiplicity**: 1